*a*
9 unconnected molecules or ions with the total composition C42H36BF4O26. Source: the Open Molecules 2025 dataset; level of theory: ωB97M-V/def2-TZVPD.

Properties
Spin multiplicity: 1
E_LUMO in Ha: -0.0233
Net charge: -1
HOMO level in eV: -6.559
Frontier orbital gap in eV: 5.925

Geometry as XYZ:
```
109
Properties=species:S:1:pos:R:3:mulliken_charge:R:1
H 5.6405 -5.4677 -0.4516 0.3083
O 1.3055 -1.8147 3.2094 -0.6384
O 0.0025 -6.9907 2.0634 -0.5402
C 0.2425 -5.8517 2.2584 -0.1283
C -3.4165 3.2793 -1.2816 -0.7611
H 3.0775 4.0003 3.0294 0.4350
H -2.4945 -1.5047 -3.0916 0.1738
C 4.1605 -3.3107 -1.7186 -0.4980
H -4.3585 3.6783 -1.9556 0.2348
C -4.5605 -0.7037 -3.2406 0.8210
C -1.8515 3.1613 4.2834 -0.4762
C 2.8065 2.2503 -7.4816 -0.8490
O -0.4675 4.6723 7.4934 -0.4599
O -2.6355 -3.4857 2.9504 -0.6104
H -2.9775 -5.8297 1.8954 0.6587
H -2.9215 4.1023 -1.0476 0.4380
C -2.1415 -4.5177 -1.1536 0.5357
C 0.5425 2.7893 6.0174 -0.8373
O 2.7355 6.0783 4.7454 -0.6018
O 1.6125 3.2113 1.0534 -0.4461
C 1.7685 -4.5737 -2.6436 -0.7988
C 1.1145 -2.9937 2.9384 0.8480
F -1.1575 -0.0197 -0.7516 0.0192
H 5.1815 -2.7337 -1.4766 0.1737
O 5.0725 -5.7147 -1.1076 -0.4771
C -0.0005 4.8543 1.7544 0.5572
H 0.9515 2.8413 0.6374 0.2717
H 1.5965 -1.5987 0.8914 0.2100
C 2.2045 4.6663 2.9844 -0.4750
O -0.6965 1.3063 2.8624 0.2739
C 4.3745 3.3383 -5.2806 -0.8106
C 3.2825 2.3953 -4.9986 0.2727
C -3.2375 1.9233 1.0414 1.1700
H 0.3605 4.5283 7.8214 0.3046
B 0.0425 0.5163 -0.8256 0.2063
C 3.1625 -2.4057 -2.2106 0.7416
C -1.8185 -3.1817 -0.7426 0.7117
C 3.9915 3.1883 -7.7436 -0.0455
C -1.6975 4.0313 5.3444 0.6861
O 1.5505 -2.6137 0.5374 -0.1650
C 1.2845 4.2533 1.9724 0.3082
C 1.1865 -3.4887 1.6114 -0.2227
C 4.0705 -4.8187 -1.5976 0.2966
O -5.1175 -0.0837 -4.0866 -0.5921
C -2.4525 -3.7187 1.7544 0.1560
C 2.5105 1.7303 -6.1446 1.0302
C 0.2815 -5.3397 3.6424 0.6741
O 4.3685 3.6483 -9.0276 -0.5223
O -0.8575 4.6213 0.8864 -0.5957
H -3.2135 -1.5847 -4.6236 0.5990
H -1.4775 -0.8947 0.7064 -0.0220
H -5.5645 0.1613 -1.4736 0.2002
O 2.6465 -6.7487 -1.8796 -0.6781
H -2.1015 2.3893 1.0634 -0.3800
H -0.2675 7.8753 4.5854 0.2890
H -2.7125 3.3813 3.5034 0.1368
H -3.0965 1.0913 0.5014 -0.7577
H 5.0325 3.7163 -4.4736 0.3753
H -1.1245 -2.5657 -1.3046 0.1906
H -1.2635 6.3963 2.5694 0.2663
H -0.0925 0.6993 2.8804 -0.0613
H -3.0425 -6.7537 -1.6036 0.3596
F 0.6995 0.1673 -1.9746 -0.0870
H -5.5555 -1.5487 -1.7136 0.5028
O 1.6295 0.9373 -5.9116 -0.5227
O 3.3015 -1.2517 -2.3066 -0.4887
C 0.3945 1.9233 4.9134 0.5123
H 1.3505 2.6803 6.5714 0.6214
O -1.4495 -1.4997 1.4174 -0.0331
C 2.8185 -5.4737 -2.0446 0.7686
C -0.7205 2.1453 3.9614 0.2780
C -4.9185 -0.7537 -1.8086 -0.4402
C 0.7155 -3.9027 3.9804 -0.5898
C -3.3705 -1.6387 -3.6426 -1.4119
O -0.0725 -6.2237 4.7584 -0.5048
C 0.6275 6.3023 3.7784 0.4941
C 1.9365 5.7263 3.9044 0.2062
H -2.9185 2.3413 -1.6136 0.0801
H 0.7165 -5.1467 0.1564 0.8304
C -4.1115 2.7283 0.0654 0.2821
H 5.3485 3.8423 -8.8856 0.3631
C -2.7195 -5.4417 -0.2256 0.0193
O -3.1335 -6.6247 -0.6316 -0.5316
O 1.2385 1.0863 4.6484 -0.5963
F 0.7605 0.1943 0.2974 -0.5179
C 4.7525 3.7133 -6.6866 1.0780
H 0.6675 -3.4817 4.9964 0.3380
O 0.9645 -2.3587 -3.1696 -0.4894
O -1.9205 -4.8317 -2.2926 -0.7116
H -3.9635 -0.7567 -1.3126 -0.3051
O 5.7805 4.3903 -6.8246 -0.6207
C -1.9005 -2.6387 0.8584 0.1502
H 2.0245 1.5713 -3.9666 0.2269
H -3.6265 -2.6157 -3.5356 0.5095
H 1.2315 -1.4107 -3.0216 0.2129
O -5.2755 3.0503 0.2824 -0.6383
C 0.7135 -4.9167 1.2244 -0.3842
H 0.8275 -5.2247 -2.9986 0.2049
C 1.9335 -3.0867 -2.6786 0.6860
O -2.5325 4.8543 5.5114 -0.6041
O 0.2585 7.2173 4.8094 -0.4592
H -3.4645 1.8153 2.1414 0.4072
C -0.2565 5.8983 2.6764 -0.2780
C -2.8265 -5.0327 1.3014 -1.1054
O 2.9005 1.9283 -3.8026 -0.3777
C -0.5415 3.8783 6.3274 0.1930
H 0.2505 -5.8007 5.5854 0.3296
F -0.2395 1.8913 -0.8106 -0.4882
H 2.3265 1.9073 -8.3826 0.4076
```

*b*
9 unconnected molecules or ions with the total composition C42H36BF4O26. Source: the Open Molecules 2025 dataset; level of theory: ωB97M-V/def2-TZVPD.

Properties
Spin multiplicity: 1
E_LUMO in Ha: -0.0286
Net charge: -1
HOMO level in eV: -6.693
Frontier orbital gap in eV: 5.915

Geometry as XYZ:
```
109
Properties=species:S:1:pos:R:3:mulliken_charge:R:1
H -17.5310 -22.6629 10.6994 0.4883
H -25.6808 -24.7589 18.9970 0.4268
F -21.0205 -22.3873 15.4674 -0.7640
O -15.9892 -21.1553 12.2483 -0.5649
O -18.5131 -19.6286 16.0117 -0.5781
C -16.7176 -18.2930 15.2757 0.4844
C -24.3712 -20.5630 20.5561 0.3152
C -17.4023 -19.5310 15.1828 0.5107
H -15.3033 -20.2305 19.3377 0.3146
H -22.1979 -24.4791 9.7219 0.1072
C -14.6993 -25.4233 18.9372 -1.7887
H -17.7309 -21.4738 13.9970 0.7636
O -20.7488 -23.8502 7.5089 -0.4397
C -22.9768 -20.6736 18.4289 0.0213
C -20.6638 -19.0695 13.7514 0.3141
O -17.9167 -18.2575 10.7133 -0.6601
C -18.6621 -18.5638 11.6468 0.9942
O -15.5996 -27.9617 16.0671 -0.6158
F -19.1138 -22.1766 16.6015 -0.0167
O -21.1308 -24.6729 12.2796 -0.6562
C -15.2802 -26.9268 15.4659 0.5477
H -22.2956 -21.2812 20.5330 0.2989
H -13.0913 -27.4169 15.5485 0.4002
H -21.6441 -24.0454 7.3428 0.3223
C -24.3020 -24.9078 22.2669 0.6615
C -18.7743 -21.0655 20.0673 -0.1056
C -22.4813 -24.5175 20.5720 0.9321
O -21.4716 -19.2635 14.7210 -0.4903
O -21.8325 -21.1278 17.7907 0.2012
O -23.1109 -24.1111 18.2779 -0.3532
H -18.6062 -15.8695 13.3247 0.4057
C -23.4868 -24.4013 19.5618 0.3923
C -25.3750 -19.9681 19.7079 0.4737
C -25.4027 -24.9803 21.1355 0.4679
H -19.5170 -20.1100 20.0283 0.3088
O -24.5048 -20.7950 21.8121 -0.6681
C -23.1821 -20.8900 19.8641 -0.2302
C -25.2340 -19.8561 18.0716 -0.4944
C -18.3995 -23.2087 10.3204 -0.7588
O -14.0399 -23.4354 13.4298 -0.6213
H -20.9020 -21.5019 13.8726 0.1971
C -19.0792 -17.4439 12.4593 0.0464
H -16.9607 -23.6699 19.7596 0.6902
H -27.3508 -19.1689 19.7269 0.3362
C -20.2446 -20.0244 12.8444 0.7345
H -22.0002 -21.1299 16.8279 -0.0332
O -23.9490 -20.1132 16.3110 -0.5829
O -18.0870 -23.3671 7.9030 -0.5524
O -24.8243 -25.0132 23.5291 -0.3736
O -21.2721 -24.2762 20.3668 -0.5154
C -13.8204 -26.6507 15.2250 -0.7927
C -24.9426 -24.7954 19.7964 -0.6766
O -14.2403 -19.1270 12.3604 -0.6697
C -24.1185 -20.2580 17.5372 0.5378
O -20.7633 -21.2995 12.9762 -0.4175
C -17.3224 -20.7033 20.4261 0.5736
H -16.2634 -18.9521 19.1449 0.4351
H -16.3874 -23.8618 14.0914 0.7526
H -26.1663 -19.5202 17.6275 0.3160
O -26.6131 -19.4321 20.3568 -0.4728
H -18.9858 -20.6088 11.0376 0.3752
O -18.6257 -23.6082 12.6851 0.4478
H -14.8832 -17.3220 14.1711 0.3758
C -16.2135 -25.9245 15.0679 0.1174
H -17.4258 -23.4844 18.2222 -0.1663
C -15.5570 -24.4432 18.3126 1.0639
C -13.4549 -25.4329 14.3817 0.2154
H -14.0190 -25.7814 18.4149 0.7092
O -15.1425 -23.8300 17.3265 -0.5315
B -19.9775 -23.1070 16.0406 0.3673
H -14.1499 -25.1400 19.8561 0.3181
C -20.4734 -24.2126 11.2622 1.2642
O -26.6416 -25.1876 21.3400 -0.6219
F -19.4472 -24.0385 15.1717 -0.1949
O -16.8832 -20.7652 21.5642 -0.6069
O -18.4450 -16.2596 12.4214 -0.5049
H -24.3687 -24.9466 24.2161 0.2272
H -19.3037 -21.6898 20.7685 0.2844
C -19.3796 -19.8148 11.6666 -0.8192
H -19.1036 -20.5607 15.9621 0.0694
H -22.1452 -24.0860 18.3875 0.1857
C -20.0944 -17.7031 13.5973 -0.6887
C -17.1598 -20.5784 14.1022 -0.1121
C -15.5211 -18.2062 14.3414 -0.8770
O -17.6130 -26.1806 15.3086 -0.4664
O -17.0398 -17.3864 15.9969 -0.6096
C -16.4776 -20.0064 19.2802 -0.6951
H -14.2044 -20.0331 11.7855 0.3966
H -18.0410 -25.4938 15.4060 0.3175
C -19.1148 -23.7425 11.4511 -0.0148
C -15.3113 -19.2722 13.3024 -0.0759
H -22.1846 -24.5468 22.8455 0.1680
C -16.9574 -24.0673 18.8491 -1.4490
C -20.1958 -23.8897 8.7899 0.6580
C -16.1182 -20.3734 13.0719 0.4018
H -17.5527 -24.8130 18.7517 0.8260
H -11.9321 -24.2563 13.6904 0.3912
C -18.8072 -23.4927 8.8720 0.1397
H -16.7709 -20.3622 18.4035 -0.0794
C -21.0277 -24.3679 10.0314 -0.6717
H -19.1722 -24.1017 13.1286 -0.0933
H -15.2704 -26.3399 18.8791 0.4137
H -18.7410 -21.6015 19.1780 -0.4025
C -14.4220 -24.4908 13.9759 0.7147
C -22.9365 -24.7570 21.9425 -0.7791
C -15.7870 -24.6855 14.3249 -0.2902
O -12.1882 -25.2213 13.9943 -0.6298
H -20.4271 -16.9687 14.2645 0.5184
F -20.4861 -23.8278 17.1431 -0.4651
```

Looking at the structures above, which would you pick as the most stable? I would pick *a*.